Here is 3 unconnected molecules or ions with the total composition C3H14N2O2S from the Open Molecules 2025 dataset. Energies are from the ωB97M-V functional and the def2-TZVPD basis.

The calculation puts the LUMO energy at 0.595 eV. The total charge is 0. The strongest force on any atom comes out at 0.0214 hartree/bohr. For the calculated total energy, the calculation gives -21247.9043 eV. The calculation puts the HOMO-LUMO gap at 9.483 eV. The energy above the lowest of the compared OMol25 structures with the same formula, charge and spin comes out at 45.70 kJ/mol. As for the molar mass: 142.22 g mol⁻¹. Its SMILES is NC[C@@H](N)CS.O.O.

The geometry in XYZ format:
```
22
Properties=species:S:1:pos:R:3:mulliken_charge:R:1
N -1.11326 0.64352 0.16305 -0.71
C 0.08985 0.22391 -0.60189 -0.80
C 1.32652 0.52975 0.23921 0.65
N 1.20260 -0.03720 1.56704 -0.62
C 2.63223 0.00884 -0.42831 -1.00
S 2.54089 -1.53606 -1.36147 -0.21
H -1.98124 0.22603 -0.14321 0.27
H -0.95548 0.22625 1.07751 0.30
H 0.15458 0.78571 -1.52861 0.42
H 0.00974 -0.85102 -0.75672 0.26
H 1.40676 1.62384 0.21854 0.21
H 0.80497 0.54407 2.28217 0.21
H 1.94833 -0.62813 1.88500 0.16
H 3.31870 -0.13885 0.40046 0.45
H 3.04452 0.75159 -1.10533 0.36
H 2.55340 -2.41443 -0.35160 0.12
O -3.71233 -0.97036 2.01821 -0.65
H -3.29326 -1.77187 2.34437 0.32
H -4.05741 -1.18508 1.14475 0.32
O -2.00798 1.15740 -2.70858 -0.68
H -1.96455 2.09721 -2.50695 0.33
H -1.94759 0.71489 -1.84763 0.31
```